Entry 1:
Entry from the Open Molecules 2025 dataset: a structure of composition C24H26CaN4S2Si (wB97M-V/def2-TZVPD).

ORCA input file:
```
! RIJCOSX wB97M-V def2-TZVPD def2/J DEFGRID3
* xyz 0 1
C -1.2294 -0.7284 3.0294
C 0.1690 -0.7606 2.8018
C 0.7665 0.3277 3.4863
H 0.7097 -1.5475 2.2785
C -0.2681 1.0349 4.1591
C -1.5030 0.3877 3.8737
H -2.4787 0.6294 4.3073
H -1.9377 -1.4943 2.7127
H 1.8355 0.5207 3.5615
H -0.1243 1.8709 4.8493
Ca -0.6343 1.4792 1.5986
C 1.7168 0.8972 -2.2218
H 1.6537 1.8884 -1.7550
H 1.4184 1.0223 -3.2699
H 2.7637 0.5736 -2.2144
Si 0.5868 -0.4469 -1.4227
C -0.1360 -2.1577 -1.8301
C -0.5548 -2.9786 -0.7685
H -0.0544 -2.9268 0.2023
C -1.6534 -3.8303 -0.9245
H -1.9889 -4.4343 -0.0789
C -2.3140 -3.9101 -2.1572
H -3.1766 -4.5723 -2.2719
C -1.8344 -3.1675 -3.2424
H -2.3330 -3.2548 -4.2106
C -0.7349 -2.3095 -3.0902
H -0.3984 -1.7043 -3.9298
C 2.0500 -1.0410 -0.2241
C 2.4756 -2.3628 -0.1547
H 2.0215 -3.1164 -0.7989
C 3.4679 -2.7533 0.7575
H 3.7573 -3.7981 0.8171
C 4.0745 -1.8016 1.5743
H 4.8503 -2.0939 2.2768
C 3.6991 -0.4585 1.4725
H 4.2051 0.3003 2.0709
C 2.6792 -0.0874 0.5933
H 2.3846 0.9730 0.5488
H 0.0415 0.0932 -0.0941
H -0.8102 -0.0272 -1.8089
N 2.2236 3.4755 0.7310
C 1.1658 3.6873 -0.1026
N -0.0338 3.1545 0.1100
C -0.9100 3.3825 -0.9731
C -0.3372 4.1491 -1.9693
S 1.3083 4.5662 -1.6067
C -2.1576 2.6532 -1.0032
C -3.0876 2.6145 -2.0320
S -4.2850 1.3910 -1.7866
C -3.4949 0.9691 -0.2720
N -2.4152 1.6949 0.0069
N -3.9891 -0.0324 0.4768
H 3.0886 3.9536 0.5206
H 2.0402 3.2126 1.6987
H -0.8563 4.4502 -2.8761
H -3.0564 3.2664 -2.8944
H -4.8223 -0.4952 0.1294
H -3.5435 -0.3273 1.3393
*
```

- Maximum force: 0.0574 hartree/bohr
- E_tot: -79256.71188 eV
- HOMO-LUMO gap: 6.2 eV
- HOMO: -6.40 eV
- Energy relative to the best compared isomer or geometry (same formula, charge and spin): 90.3 kJ/mol


Entry 2:
Entry from the Open Molecules 2025 dataset: a structure of composition C24H26Cl2F6IrNOS2Sb (wB97M-V/def2-TZVPD).

ORCA input file:
```
! RIJCOSX wB97M-V def2-TZVPD def2/J DEFGRID3
* xyz 0 2
Ir 0.0559 0.1809 -0.6516
Cl 1.0339 2.1696 0.0210
C -0.3191 3.1477 0.5848
C -0.0219 4.3907 1.1118
C -1.0687 5.1907 1.5315
C -2.3761 4.7328 1.4148
C -2.6314 3.4842 0.8837
Cl -4.2755 2.9477 0.7567
C -1.5985 2.6386 0.4414
S -1.9500 1.0685 -0.2498
H 1.0063 4.7172 1.1865
H -0.8714 6.1687 1.9474
H -3.2075 5.3441 1.7372
F 1.9756 -0.6963 -1.3182
Sb 3.8522 -0.0321 -1.4690
F 3.5551 0.7246 0.2338
F 3.0902 1.5126 -2.2283
F 5.5933 0.6217 -1.5860
F 3.8901 -0.8749 -3.1389
F 4.3711 -1.6411 -0.6489
O -0.9383 -1.2354 -1.7161
S -0.7547 -2.4519 -0.7365
C -3.9163 -3.4785 -1.2885
C -3.5599 -3.1248 -2.5851
C -3.0420 -4.0878 -3.4880
C -2.6296 -3.7231 -4.7455
C -2.7224 -2.3902 -5.1580
C -3.2393 -1.4286 -4.2904
C -3.6499 -1.7817 -3.0283
C 0.4889 -3.3804 -1.6566
C 1.0009 -4.5374 -0.8498
C 0.1793 -5.6313 -0.5899
C 0.6290 -6.6719 0.2078
C 1.9102 -6.6288 0.7426
C 2.7358 -5.5465 0.4731
C 2.2814 -4.4986 -0.3155
H -4.2693 -2.7362 -0.5847
H -3.8138 -4.4996 -0.9456
H -2.9744 -5.1220 -3.1706
H -2.2321 -4.4711 -5.4186
H -2.3925 -2.1055 -6.1476
H -3.3047 -0.3961 -4.6055
H -4.0255 -1.0278 -2.3469
H 1.2617 -2.6771 -1.9496
H -0.0754 -3.7056 -2.5370
H -0.8183 -5.6662 -1.0168
H -0.0154 -7.5186 0.4069
H 2.2653 -7.4412 1.3631
H 3.7378 -5.5123 0.8807
H 2.9215 -3.6479 -0.5106
C 0.7856 -0.7967 2.5441
C -0.1907 -1.7318 1.8453
C -1.6276 -1.4276 2.2625
C 0.1441 -3.1806 2.2020
N 0.0290 -1.5504 0.3803
H 0.6817 -0.8951 3.6260
H 0.5824 0.2415 2.2794
H 1.8105 -1.0317 2.2606
H -1.7517 -1.6319 3.3278
H -2.3343 -2.0585 1.7143
H -1.8844 -0.3863 2.0769
H 0.0159 -3.3251 3.2766
H 1.1712 -3.4226 1.9338
H -0.5240 -3.8823 1.6950
*
```

- Maximum force: 0.0540 hartree/bohr
- E_tot: -101244.24267 eV
- HOMO-LUMO gap (spin up / spin down): 2.9 / 3.0 eV
- HOMO (spin up / spin down): -6.16 / -6.75 eV
- <S²>: 0.9192


Entry 3:
Entry from the Open Molecules 2025 dataset: a structure of composition C24H26Cl2LaN6O3Sb (wB97M-V/def2-TZVPD).

ORCA input file:
```
! RIJCOSX wB97M-V def2-TZVPD def2/J DEFGRID3
* xyz 2 1
La -0.2955 0.0943 0.1973
C 0.2989 3.8152 -0.7122
C 0.4164 3.4505 0.7381
C 0.1886 4.3800 1.7462
C 0.3435 4.0049 3.0660
C 0.7832 2.7180 3.3622
C 1.0019 1.8443 2.3143
N 0.7900 2.1986 1.0350
Sb 2.2456 0.0762 2.7089
C 3.0354 0.0754 0.6814
C 4.4086 0.0637 0.5078
C 4.9183 0.0375 -0.7863
C 4.0431 0.0179 -1.8558
C 2.6782 0.0285 -1.6130
C 1.6587 -0.0063 -2.7224
N 2.1935 0.0623 -0.3661
C 1.0806 -1.7424 2.2870
C 0.9814 -2.6608 3.3169
C 0.5944 -3.9603 3.0118
C 0.3919 -4.3091 1.6898
C 0.5156 -3.3421 0.6991
C 0.4270 -3.7086 -0.7558
N 0.8100 -2.0712 1.0115
H -0.3615 4.6682 -0.8564
H -0.0782 2.9857 -1.3071
H 1.2831 4.0871 -1.0985
H -0.1130 5.3873 1.4882
H 0.1500 4.7121 3.8630
H 0.9688 2.4158 4.3841
H 5.0701 0.0763 1.3644
H 5.9885 0.0319 -0.9547
H 4.4110 -0.0041 -2.8742
H 2.1243 0.0507 -3.7025
H 0.9654 0.8369 -2.6420
H 1.0874 -0.9396 -2.6864
H 1.2153 -2.3759 4.3340
H 0.4938 -4.6998 3.7965
H 0.1549 -5.3299 1.4169
H -0.2063 -4.5806 -0.9128
H 1.4259 -3.9613 -1.1192
H 0.0498 -2.8877 -1.3571
Cl -4.8278 0.7780 1.0366
C -4.0046 1.5742 -0.3160
Cl -4.6370 1.0083 -1.8678
C -2.4737 1.4123 -0.2145
O -1.9399 1.5143 0.9215
O -1.7951 1.1554 -1.2459
H -4.2435 2.6298 -0.2440
C -5.0729 -3.5566 -1.4831
N -3.9083 -2.8688 -0.9382
C -3.6770 -2.7451 0.4941
C -2.4642 -1.8496 0.4958
O -1.8855 -1.3736 1.4768
N -2.0649 -1.5885 -0.7705
C -2.9721 -2.1767 -1.5832
N -2.8831 -2.0663 -2.9043
H -5.0576 -4.6059 -1.1931
H -5.0781 -3.5071 -2.5681
H -5.9877 -3.0947 -1.1139
H -3.4591 -3.7061 0.9640
H -4.5175 -2.2794 1.0091
H -2.2804 -1.3468 -3.2671
H -3.6224 -2.3875 -3.5046
*
```

- Maximum force: 0.0502 hartree/bohr
- E_tot: -72827.03399 eV
- HOMO-LUMO gap: 9.3 eV
- HOMO: -14.62 eV
- Energy relative to the best compared isomer or geometry (same formula, charge and spin): 65.8 kJ/mol


Entry 4:
Entry from the Open Molecules 2025 dataset: a structure of composition C24H26ClMnN2O6Si (wB97M-V/def2-TZVPD).

ORCA input file:
```
! RIJCOSX wB97M-V def2-TZVPD def2/J DEFGRID3
* xyz -1 6
Mn -0.4801 0.1014 -0.2629
Cl 3.4453 -3.6596 4.7205
C 2.2267 -2.8601 3.7395
C 0.9709 -2.6111 4.2596
C 0.0349 -1.9595 3.4732
C 0.3047 -1.5487 2.1514
O -0.6085 -0.8863 1.4868
C 1.5902 -1.8712 1.6220
C 1.9647 -1.6317 0.1641
N 1.5247 -0.3282 -0.2788
C 2.2768 0.4505 -1.0377
C 3.5926 0.2398 -1.4910
C 4.2369 1.1684 -2.3184
C 3.6463 2.3344 -2.7415
C 2.3248 2.6141 -2.3181
C 1.6145 3.7667 -2.7114
C 0.3374 3.9733 -2.2725
C -0.2441 3.0279 -1.4179
N 0.3862 1.9464 -1.0273
C 1.6492 1.7069 -1.4690
C 2.5254 -2.4891 2.4399
H 0.7356 -2.9088 5.2742
H -0.9494 -1.7330 3.8696
H 3.0545 -1.7212 0.1023
H 4.1186 -0.6647 -1.2186
H 5.2478 0.9467 -2.6461
H 4.1609 3.0255 -3.3980
H 2.0960 4.4804 -3.3716
H -0.2289 4.8447 -2.5754
H -1.2527 3.1586 -1.0415
H 3.5161 -2.6933 2.0505
O -3.6993 0.6894 1.8987
C -3.1894 0.2826 0.7491
O -2.4059 0.9525 0.1171
C -3.7083 -1.0676 0.3053
O -2.7429 -1.7487 -0.4251
C -2.9726 -1.9216 -1.8244
C -2.0732 -1.0817 -2.7451
O -2.4236 -1.0719 -3.9254
O -1.0575 -0.5382 -2.2172
H -3.2546 1.5238 2.1184
H -4.6199 -0.9048 -0.2794
H -3.9700 -1.6339 1.1999
H -4.0151 -1.7203 -2.0811
H -2.7685 -2.9684 -2.0503
C 3.6637 -4.7441 -0.3761
Si 1.8060 -4.5161 -0.5213
C 0.9478 -5.2974 0.9497
C 1.2450 -5.4144 -2.0719
C 1.3202 -2.7206 -0.7350
H 3.9232 -5.8054 -0.4444
H 4.0453 -4.3702 0.5760
H 4.1858 -4.2172 -1.1814
H 0.9198 -6.3890 0.8656
H -0.0831 -4.9333 1.0101
H 1.4407 -5.0349 1.8890
H 1.6036 -6.4487 -2.0941
H 1.6081 -4.9071 -2.9708
H 0.1515 -5.4353 -2.1281
H 1.4846 -2.4350 -1.7814
H 0.2338 -2.6614 -0.5875
*
```

- Maximum force: 0.0196 hartree/bohr
- E_tot: -92301.75219 eV
- HOMO-LUMO gap (spin up / spin down): 6.1 / 6.2 eV
- HOMO (spin up / spin down): -3.74 / -3.91 eV
- <S²>: 8.7572


Q: What is the maximum force in the third record?
A: 0.0502 hartree/bohr